Formula: C6H9P
Source: OMol25
Level of theory: wB97M-V/def2-TZVPD

```
16
Properties=species:S:1:pos:R:3:forces:R:3:lowdin_charge:R:1
C 0.547606 -0.279004 1.494740 0.34 -1.02 -1.11 -0.16
C -0.242950 -1.308113 1.222736 0.39 -0.11 -2.06 -0.21
C -0.541942 1.170462 0.034897 1.14 -1.76 -5.62 -0.14
C -1.440926 0.101854 -0.845253 1.91 -0.02 2.26 -0.32
C 1.057489 -0.526115 -0.941021 2.94 -0.81 1.06 -0.35
C 0.861836 0.456509 0.237658 -1.05 0.02 -0.55 -0.40
P -0.485551 -1.501119 -0.687765 0.20 0.18 1.04 0.94
H 0.992212 0.163450 2.363179 -0.41 -0.30 0.92 0.10
H -0.747587 -2.026749 1.782889 -0.50 -0.79 1.45 0.02
H -0.422044 1.971290 -0.697214 0.05 0.42 0.36 0.09
H -0.768496 1.536540 0.937098 -1.88 1.23 3.16 0.05
H -2.479719 -0.134461 -0.757545 -0.73 0.53 0.86 0.04
H -1.291505 0.391661 -1.842313 0.10 0.48 -1.50 0.03
H 1.210688 -0.003832 -1.887573 -0.60 -0.05 -0.08 0.07
H 2.092894 -1.148693 -0.842802 -2.55 1.18 0.14 0.13
H 1.657995 1.136320 0.428289 0.66 0.84 -0.32 0.11
```
Positions in Å, forces in eV/Å.

Values from the calculation:
* HOMO: -8.85 eV
* ΔE to the lowest compared entry with this formula, charge and spin: 110.9 kJ/mol
* electronic energy: -575.29585 hartree
* structure (SMILES): C1=CP2CC[C@@H]1C2
* orbital gap: 0.365 Eh
* max |F|: 6.00 eV Å⁻¹
* spin multiplicity: 1

***

Formula: C6H9P
Source: OMol25
Level of theory: wB97M-V/def2-TZVPD

```
16
Properties=species:S:1:pos:R:3:forces:R:3:lowdin_charge:R:1
C -1.519175 0.616958 -0.321137 0.41 -0.34 -0.26 0.14
C -0.337642 0.343005 -0.803284 0.37 -0.07 -1.36 -0.44
C 0.284169 -0.924517 -0.373894 3.47 0.08 0.93 -0.22
C 0.315662 -0.486958 2.315866 0.85 1.02 -1.40 -0.46
C -0.287380 -1.076959 1.036137 -0.93 -0.75 1.24 -0.65
C 0.408653 1.231537 -1.752759 1.05 2.52 -0.60 -0.08
P 0.386719 -2.314198 2.246827 -0.77 0.44 -0.67 0.88
H -2.269880 1.298824 -0.584515 -0.93 0.96 0.05 0.05
H 0.055420 -1.825440 -0.932820 -0.46 0.10 -0.39 0.11
H 1.478142 -0.830688 -0.550143 -2.46 -0.25 1.10 0.15
H 1.217209 0.024202 1.887286 -0.33 -0.12 1.54 0.07
H -0.263418 0.035903 3.140649 0.61 -0.61 -1.47 0.08
H -1.392328 -0.654159 0.780028 0.77 -1.19 0.87 0.10
H -0.025455 1.239410 -2.771841 -0.50 0.58 0.70 0.08
H 1.468902 1.035676 -2.081710 -0.78 -0.61 1.26 0.08
H 0.480403 2.287403 -1.234690 -0.40 -1.77 -1.55 0.12
```
Positions in Å, forces in eV/Å.

Values from the calculation:
* HOMO (spin up / spin down): -8.40 / -8.09 eV
* ΔE to the lowest compared entry with this formula, charge and spin: 544.5 kJ/mol
* electronic energy: -575.13070 hartree
* orbital gap (spin up / spin down): 0.282 / 0.282 Eh
* max |F|: 3.60 eV Å⁻¹
* spin multiplicity: 1

***

Formula: C6H9P
Source: OMol25
Level of theory: wB97M-V/def2-TZVPD

```
16
Properties=species:S:1:pos:R:3:forces:R:3:lowdin_spin:R:1
C 0.603053 -0.112606 1.303760 -1.96 1.98 7.10 0.65
C 0.623499 -0.489255 0.014013 1.11 -1.46 -7.71 0.66
C -0.644076 -0.487343 -0.781983 0.05 -2.03 3.60 0.08
C -2.074005 0.835978 1.206540 -1.34 1.06 -0.26 0.14
C -1.905172 -0.577727 0.739421 1.15 1.21 -2.31 0.09
C 2.028455 -0.531159 -0.669881 0.35 0.51 3.08 0.07
P -0.929598 -0.177357 2.243082 1.21 -0.23 -0.52 0.14
H 1.462837 -0.225131 1.897002 1.17 0.08 0.68 0.04
H -0.944503 0.452627 -1.207664 -0.30 0.35 -0.57 0.03
H -0.468245 -1.385199 -1.435162 -1.31 1.02 0.03 0.02
H -1.880120 1.655007 0.499756 0.57 -0.25 0.43 0.01
H -2.992252 1.095944 1.815058 1.00 -0.57 -0.71 0.01
H -2.873110 -1.047177 0.733677 0.28 -1.12 -0.37 0.02
H 2.828661 -0.734231 0.247138 -1.83 0.64 -2.54 0.00
H 2.248350 0.477728 -1.138661 0.01 -1.02 0.47 0.03
H 2.170411 -1.320507 -1.389364 -0.14 -0.18 -0.42 0.01
```
Positions in Å, forces in eV/Å.

Values from the calculation:
* HOMO (spin up / spin down): -5.31 / -9.35 eV
* ΔE to the lowest compared entry with this formula, charge and spin: 268.7 kJ/mol
* electronic energy: -575.10519 hartree
* orbital gap (spin up / spin down): 0.232 / 0.266 Eh
* max |F|: 7.92 eV Å⁻¹
* spin multiplicity: 3